# C39H37N8O3RbS3

A molecular structure, C39H37N8O3RbS3 (ωB97M-V/def2-TZVPD, the OMol25 dataset).

Summary:
**E**: -92271.15091 eV
**Lowest unoccupied orbital energy**: 2.9 eV
**Charge**: -2
**Gap between HOMO and LUMO**: 0.1691 Ha

Each line ends with the Mulliken charge.
Element x y z (Å)
C1 2.76128 2.81244 -3.31757  -0.095
H1 3.76646 3.83164 -6.89897  0.339
C2 -0.17353 -2.85517 -2.02312  0.284
N1 3.10341 -0.93627 2.40777  0.104
C3 2.03423 0.38668 4.09424  0.459
H2 0.35495 -4.74423 -1.14985  0.394
C4 0.26566 -4.21746 -2.09355  -0.528
H3 -5.43040 4.25494 1.01299  0.417
C5 0.47252 -4.15870 -4.49821  -0.780
H4 0.81985 1.41183 7.08011  0.387
C6 0.85926 1.17667 6.02230  -0.254
H5 -2.63099 4.00361 2.32111  0.375
N2 -0.04305 0.18463 -2.77699  0.317
C7 3.31473 -0.19383 3.48885  -0.241
H6 2.08427 5.15045 -5.66186  0.337
H7 -1.68504 4.16958 0.82275  0.190
C8 -0.66439 -0.74365 -3.41178  0.017
H8 4.78578 1.83203 -5.85089  0.371
C9 -5.01155 3.25578 1.14772  -1.893
C10 2.02531 0.70329 5.45245  -0.660
H9 -4.43684 -1.98901 3.91671  0.234
H10 -2.97188 -1.19763 2.11890  0.440
H11 -1.02519 -3.99800 5.60409  0.409
H12 -5.66943 2.53511 0.65936  0.385
C11 0.04475 -2.83756 -4.46595  -0.385
C12 -0.15172 1.02890 3.87523  -0.181
H13 1.08590 5.73981 -3.44743  0.517
H14 -2.66004 3.45104 -1.39212  -0.064
S1 -3.05838 -4.47840 7.32382  -0.421
C13 -2.68559 4.21685 1.25167  -1.544
C14 -3.68207 -3.66691 6.03471  0.281
H15 -0.03643 -2.28978 -5.40159  0.377
C15 3.82295 -2.64334 -2.19456  -0.813
H16 0.30337 -3.06758 3.71070  0.464
C16 2.17269 3.93199 -3.90323  0.644
C17 -3.39972 -2.29929 3.92368  -0.836
C18 -3.60442 3.21892 0.53636  2.648
Rb1 0.45246 -0.53413 0.54164  0.941
O1 4.37356 0.11978 4.04240  -0.742
O2 4.54971 -2.72007 2.69916  -0.769
N3 -5.00940 -3.45000 5.92840  -0.330
H17 -0.99705 1.15311 3.20321  0.368
C19 -2.85316 -3.10445 4.92048  1.123
O3 -0.47725 -2.31096 -0.92049  -0.853
C20 -3.06743 1.85836 0.73150  -0.778
H18 2.93770 0.56402 6.01450  0.460
C21 4.56083 -3.49291 -1.38467  -0.345
H19 1.29455 4.63209 -2.07778  0.334
H20 -1.19675 1.71772 5.61958  0.414
H21 -4.32454 2.83517 -1.48018  0.366
H22 3.73386 -2.80404 -3.26100  0.427
C22 -0.29712 2.45800 -2.47055  0.034
H23 5.08901 -4.33783 -1.81232  0.390
C23 3.15816 -1.58348 -1.59554  -0.147
C24 -3.65614 3.52523 -0.96186  -1.203
S2 -0.55215 4.01401 -3.41310  -0.207
C25 -0.75993 -2.86958 3.79020  -0.480
N4 -1.28641 -2.11309 2.83406  0.013
H24 2.46394 2.51993 -2.31617  0.390
C26 -0.25643 -2.16856 -3.28379  0.506
C27 4.06185 2.42404 -5.30416  -0.528
N5 0.96157 0.55249 3.32394  0.249
H25 5.13871 -3.89213 0.66941  0.469
C28 3.89823 -1.93583 2.00647  -0.305
H26 -4.98234 3.03162 2.21495  0.393
N6 -2.66629 0.79752 0.91263  -0.150
H27 2.54648 -0.90309 -2.18285  0.539
C29 -0.26143 1.34768 5.21929  -0.809
H28 -2.12309 -1.34163 -4.87905  0.469
C30 0.57797 -4.83716 -3.28120  -0.359
H29 0.91304 -5.87111 -3.26811  0.337
H30 -2.60064 0.04092 -3.87399  0.306
C31 1.11678 4.68880 -3.15349  -1.200
H31 -3.08565 5.22446 1.11306  0.440
H32 4.12843 1.18464 -3.55050  0.456
H33 -4.02669 4.54340 -1.09642  0.437
N7 -0.37585 1.45420 -3.26465  -0.553
C32 -2.58183 -1.83057 2.90576  -0.627
C33 3.69576 2.06178 -4.01544  -0.687
C34 4.59670 -3.26103 -0.02050  -0.338
C35 -1.76739 -0.43389 -4.39667  -1.535
C36 3.88604 -2.18139 0.49383  0.490
H34 -5.59464 -3.92009 6.59769  0.217
S3 -0.00595 2.63088 -0.78281  -0.493
C37 3.48671 3.54277 -5.89223  -0.423
C38 2.54678 4.28699 -5.19515  -0.473
H35 -1.42140 0.29056 -5.13600  0.337
C39 -1.49481 -3.38530 4.84888  -0.648
H36 0.71994 -4.64053 -5.43622  0.339
H37 -5.41650 -3.20252 5.04324  0.181
N8 3.19277 -1.35419 -0.28524  -0.137

***

# C5H8N2O

C5H8N2O in the gas phase (ωB97M-V/def2-TZVPD, the OMol25 dataset).

Summary:
**E**: -10339.20648 eV
**Lowest unoccupied orbital energy**: 0.8 eV
**Gap between HOMO and LUMO**: 0.2872 Ha

Each line ends with the Mulliken charge.
Element x y z (Å)
H1 0.79539 0.38771 -2.11105  0.302
C1 -0.48168 -0.41562 0.17963  0.117
H2 -0.93532 -1.12320 0.88172  0.324
N1 1.26856 0.38879 -1.20055  -0.249
C2 -2.40992 0.99490 0.28194  -0.789
H3 1.38598 -2.24707 1.02553  0.316
H4 -3.12852 1.18161 -0.52188  0.258
H5 -2.33992 1.91895 0.86866  0.244
O1 1.19299 2.35681 0.21221  -0.340
N2 -1.12043 0.63814 -0.25931  -0.404
H6 2.74008 -1.17780 0.67376  0.283
C3 1.83821 -1.62952 0.24602  -1.117
C4 1.01393 1.42427 -0.44808  0.663
H7 2.16289 -2.29851 -0.56057  0.257
H8 -2.82958 0.21725 0.93693  0.284
C5 0.84733 -0.61671 -0.20496  -0.149

***

# C11H12BrClZr

A molecular structure, C11H12BrClZr (ωB97M-V/def2-TZVPD, the OMol25 dataset).

Summary:
**E**: -95446.64031 eV
**Lowest unoccupied orbital energy**: -0.1 eV
**Gap between HOMO and LUMO**: 0.2999 Ha

Each line ends with the Mulliken charge.
Element x y z (Å)
C1 -3.98392 0.39996 -0.49982  -0.229
H1 2.02793 -0.48020 0.23444  0.527
C2 -3.79851 -1.68062 -1.44425  -0.579
H2 0.40487 1.45428 0.59726  0.240
H3 -0.05456 -1.53556 1.56206  0.394
H4 -4.28726 1.20028 0.16354  0.456
C3 1.04044 -1.25395 -1.59967  -0.897
C4 -0.29216 1.75330 -0.20749  -0.505
C5 -4.20761 -0.97159 -0.28737  -0.577
H5 -3.28739 1.50763 -2.34040  0.583
C6 -3.35825 0.57211 -1.79050  -0.721
C7 -0.83629 -2.07424 -0.47839  -0.601
C8 -3.26577 -0.74339 -2.38450  -0.524
Cl1 -1.44118 2.67930 0.66966  -0.220
H6 -4.66457 -1.42401 0.59368  0.426
H7 -0.30021 -2.81354 -2.48822  0.520
H8 -3.93169 -2.74998 -1.60815  0.523
C9 -0.17672 -2.02493 -1.76927  -0.299
H9 -1.70762 -2.69945 -0.25130  0.516
H10 0.24374 2.48934 -0.83884  0.381
C10 1.14983 -0.92199 -0.20608  -0.660
H11 -3.02574 -0.95809 -3.42901  0.479
Zr1 -1.00032 0.19076 -1.67916  0.796
Br1 0.11204 1.22589 -3.69403  -0.505
C11 0.03402 -1.48348 0.46250  -0.014
H12 1.75418 -1.11700 -2.42201  0.490

***

# C22H45F2N6O10P3S3

2 unconnected molecules or ions with the total composition C22H45F2N6O10P3S3 (ωB97M-V/def2-TZVPD, the OMol25 dataset).

Summary:
**E**: -118755.94255 eV
**Lowest unoccupied orbital energy**: -1.2 eV
**Gap between HOMO and LUMO**: 0.2632 Ha

Each line ends with the Mulliken charge.
Element x y z (Å)
N1 1.49855 -3.08606 -1.51241  -0.582
C1 -0.77150 -5.33133 3.37972  0.243
H1 -2.40266 5.02245 -4.84391  0.379
N2 1.20825 -2.00657 0.62740  -0.237
P1 -1.18784 1.29815 -1.62788  0.302
C2 -0.92112 -0.47206 0.40705  -1.586
H2 2.72135 3.76168 -1.10658  0.485
C3 -0.83043 4.79589 -3.21587  -0.117
C4 -4.97479 2.04730 -4.14363  -0.991
C5 -3.49825 2.53183 -4.60920  0.739
H3 1.89392 3.74118 -5.15526  0.399
F1 1.60356 -5.23827 5.69120  -0.270
H4 -1.19654 5.86133 -3.02760  0.436
H5 0.96985 3.33161 -1.41226  0.009
S1 5.45349 -5.70900 5.53917  1.104
H6 -5.19055 2.52478 -3.12958  0.248
O1 6.09136 -4.49760 6.00185  -0.564
C6 -0.57372 1.41322 2.95768  -0.472
H7 1.27763 0.59372 0.97842  0.066
H8 2.45523 -3.25198 -1.85343  0.287
H9 0.34214 -2.22754 -4.24884  0.379
C7 0.94365 1.11282 0.00289  -0.801
O2 -0.62245 -4.01516 3.91018  -0.281
H10 -5.74999 2.31273 -4.94398  0.340
N3 3.92343 -5.90161 5.84980  -0.352
H11 2.75773 0.74307 -1.42107  0.313
O3 3.09017 -3.46510 6.04243  -0.630
C8 2.26114 1.54716 -0.77825  -0.810
H12 3.04802 -0.30334 -4.02854  0.339
H13 -0.70282 3.48029 3.90884  0.308
C9 1.50119 -1.74009 -0.80951  -0.608
H14 -5.00641 0.91019 -4.00306  0.276
H15 0.54554 2.73278 -4.40067  0.154
S2 -3.45166 -3.81113 1.65609  -0.202
C10 -1.78419 4.17181 -4.36289  -0.620
O4 6.23474 -6.91249 5.72314  -0.637
H16 -0.48859 -1.57148 -1.74890  0.392
H17 -1.28449 -1.75291 3.06606  0.035
P2 0.88502 -0.32479 -3.34148  0.370
H18 -4.17602 0.77945 1.94924  0.512
F2 5.50268 -5.54528 3.95309  -0.256
H19 0.40684 2.08912 0.32552  0.574
O5 -2.73321 3.29775 -3.69210  -0.232
C11 2.47104 2.88569 -3.13702  -0.720
O6 -3.12591 2.15227 -5.74398  -0.552
P3 -1.71381 0.69489 1.66244  0.036
C12 -2.05828 -3.29519 0.92598  0.390
H20 2.80066 1.84946 -3.49370  0.028
C13 -3.36160 0.05534 2.33800  -0.340
C14 -0.25478 -1.92460 2.61055  -0.325
C15 -3.49038 0.04270 3.93936  -1.083
H21 -2.56664 -0.33082 4.49283  0.243
N4 -0.92790 -3.04273 0.36060  -0.664
H22 -1.83426 -0.84111 -0.21404  0.741
H23 -4.44957 -0.54038 4.19173  0.337
O7 -0.02506 -1.31923 -4.42870  -0.539
H24 1.29508 -3.82664 -0.81074  0.321
H25 0.84626 -3.94940 2.28153  0.370
O8 2.92271 -4.58838 3.86482  -0.572
S3 3.05933 -4.70774 5.30271  1.197
H26 -0.97549 1.21207 4.02543  0.601
H27 -0.47303 2.10245 -2.57088  -0.228
H28 3.39757 3.56716 -3.27853  0.394
H29 -0.99374 4.22396 -2.22451  -0.023
H30 -3.70042 1.13225 4.26329  0.327
C16 0.72045 4.88755 -3.64484  -0.821
H31 1.81834 -1.48704 1.27160  0.451
H32 0.52296 -1.13203 2.94160  0.284
C17 1.36016 3.50249 -4.15656  -0.329
H33 -3.57391 -0.94807 1.83146  0.161
H34 -1.89428 2.21408 -0.75977  0.213
H35 -1.20111 3.68535 -5.21342  0.361
C18 0.40365 -3.32942 3.12960  -0.348
C19 0.40664 -0.85431 -1.57700  -0.443
O9 0.13697 -6.20706 3.38479  -0.447
H36 0.50774 1.05508 2.96301  0.284
H37 -1.77965 -5.66381 2.95626  0.245
H38 3.04868 1.81806 0.02841  0.400
N5 -0.06544 0.23253 -0.65670  0.853
H39 1.29058 -3.10301 3.85517  0.086
H40 2.57626 -1.36175 -0.88671  0.590
O10 2.50680 -0.93301 -3.50557  -0.588
H41 0.59056 3.33512 2.62289  0.256
H42 -1.20975 3.47879 2.07835  0.233
H43 -3.18859 0.71064 -2.15014  0.258
C20 -0.49703 3.04885 2.85786  -1.003
C21 -0.24649 -1.82458 0.98168  1.193
C22 2.04236 2.95882 -1.59032  -0.311
H44 0.78393 5.68096 -4.46757  0.371
N6 -2.24818 0.42646 -2.46989  -0.653
H45 1.27837 5.32072 -2.73421  0.327

***

# C3H4N4

2 unconnected molecules or ions with the total composition C3H4N4 (ωB97M-V/def2-TZVPD, the OMol25 dataset).

Summary:
**SMILES**: C/C=N/C#N.N#N
**E**: -9135.28274 eV
**Lowest unoccupied orbital energy**: -0.2 eV
**Gap between HOMO and LUMO**: 0.3687 Ha

Each line ends with the Mulliken charge.
Element x y z (Å)
C1 1.37579 -0.50132 -0.63173  -0.912
C2 -1.02689 2.01066 0.66269  0.365
N1 -1.68418 2.84985 1.07819  -0.404
C3 0.54352 0.25728 0.27299  0.187
N2 -0.09346 1.36247 -0.01609  -0.462
H1 1.46249 -1.58829 -0.50102  0.299
H2 2.37072 0.00524 -0.57715  0.300
N3 -2.45654 -1.51574 0.51435  0.016
H3 1.16727 -0.43610 -1.76975  0.280
H4 0.35185 -0.33870 1.26105  0.342
N4 -2.01057 -2.10534 -0.29352  -0.009

***

# C12H11ClN3O8Tc

A molecular structure, C12H11ClN3O8Tc (ωB97M-V/def2-TZVPD, the OMol25 dataset).

Summary:
**E**: -48198.26726 eV
**Lowest unoccupied orbital energy (spin up / spin down)**: 2.2 / 2.1 eV
**Charge**: -1
**Multiplicity**: 2
**Expectation value of S²**: 0.75
**Gap between HOMO and LUMO (spin up / spin down)**: 0.2656 / 0.2592 Ha

Each line ends with the Löwdin spin population.
Element x y z (Å)
C1 -0.59477 -0.19268 -4.11332  0.002
H1 1.77285 1.41687 1.48088  0.005
C2 -1.38200 -0.91790 -3.22500  0.000
N1 1.77929 0.41843 1.64687  0.003
Cl1 1.29549 -2.81009 1.71828  -0.001
O1 -3.05939 2.34504 2.02753  0.009
C3 -2.10193 1.62025 1.81613  0.004
O2 2.25097 2.38431 -2.17568  -0.002
C4 1.22986 -1.67595 0.29591  -0.007
O3 1.52501 1.44228 -0.25818  0.013
H2 -1.90639 0.86917 3.83176  0.000
C5 0.56874 0.72809 -2.26958  0.002
C6 -1.69400 0.54749 2.82229  0.001
H3 -2.17926 -1.58057 -3.54486  0.000
H4 2.10080 -0.99914 3.13891  0.002
N2 -0.16299 -0.00103 -1.43073  -0.002
C7 1.92340 0.06910 3.05429  0.001
H5 -1.48256 -0.87212 -5.65271  0.000
C8 0.39067 0.65879 -3.62799  -0.001
H6 2.26529 -1.50532 0.00336  0.002
C9 1.54795 1.61883 -1.55256  0.000
O4 -1.47820 -1.15352 0.41085  0.029
O5 0.38984 0.65573 4.79436  0.022
H7 2.44098 -0.02371 1.02487  0.003
C10 -1.13441 -0.78414 -1.88457  0.002
C11 0.58451 0.36145 3.62188  0.011
O6 -0.76101 -0.26772 -5.45266  0.001
H8 0.76309 -2.26967 -0.48853  0.001
Tc1 0.10819 0.12121 0.60970  0.842
O7 -1.35020 1.63999 0.72541  0.028
N3 -0.27564 0.25042 2.60982  0.018
H9 2.69442 0.59297 3.61200  0.000
H10 1.00673 1.25699 -4.28691  0.000
H11 -2.30223 -0.32393 2.56850  0.001
O8 -2.85323 -2.16747 -1.06527  0.009
C12 -1.91986 -1.45243 -0.78505  0.004

***

# C2H3OP

2 unconnected molecules or ions with the total composition C2H3OP (ωB97M-V/def2-TZVPD, the OMol25 dataset).

Summary:
**E**: -13455.03895 eV
**Lowest unoccupied orbital energy (spin up / spin down)**: -1.3 / -1.3 eV
**Gap between HOMO and LUMO (spin up / spin down)**: 0.2542 / 0.2543 Ha

Each line ends with the Mulliken charge.
Element x y z (Å)
C1 -0.16260 0.02604 -0.85134  -0.540
H1 0.16411 1.27793 0.94111  0.290
H2 -0.90932 1.91220 -0.50849  0.192
O1 1.48526 -2.00629 1.59107  -0.339
P1 0.41758 -2.17302 0.57989  0.527
C2 -0.36842 1.02238 0.01263  -0.400
H3 -0.62662 -0.05923 -1.76485  0.270

***

# C6H15N4

A gas-phase ion, C6H15N4 (charge +1) (ωB97M-V/def2-TZVPD, the OMol25 dataset).

Summary:
**E**: -12412.15399 eV
**Lowest unoccupied orbital energy (spin up / spin down)**: -3.1 / -7.5 eV
**Charge**: +1
**Multiplicity**: 3
**Expectation value of S²**: 2.01
**Gap between HOMO and LUMO (spin up / spin down)**: 0.3285 / 0.1921 Ha

Each line ends with the Löwdin spin population.
Element x y z (Å)
H1 2.21743 1.14935 -2.36700  0.000
H2 -0.22909 0.08816 1.42757  0.003
H3 -1.05406 -2.16038 -0.19797  0.023
H4 -3.40416 1.68189 -0.22289  0.022
H5 2.96615 -0.29842 -1.61232  0.001
C1 2.64009 0.72328 -1.45552  0.003
N1 -1.86217 0.70818 0.40511  0.444
H6 -0.03676 1.44342 -1.27536  0.001
H7 1.92775 -0.40308 1.43082  0.000
C2 -1.85398 -1.77623 0.51504  0.039
C3 2.25677 0.48801 1.10323  0.001
H8 -1.62682 -1.68352 1.56995  0.001
N2 -3.22747 -0.40318 -1.04308  0.092
H9 -2.65025 -0.76198 -1.85404  0.030
C4 0.40982 1.06870 -0.38884  0.030
N3 -2.45513 1.81112 0.15354  0.742
H10 -4.01332 -1.09857 -0.93086  0.002
H11 3.36099 0.46530 1.19049  0.000
H12 3.49064 1.22936 -1.10723  0.000
C5 -0.53364 0.91691 0.83572  0.033
N4 -2.45505 -0.47957 0.10719  0.510
H13 1.83159 1.25119 1.86533  0.000
H14 -0.52460 1.76560 1.52185  0.002
C6 1.66458 0.66170 -0.31699  0.011
H15 -2.72484 -2.44312 0.44684  0.008